2 unconnected molecules or ions with the total composition C3H9NS. Source: OMol25; level of theory: ωB97M-V/def2-TZVPD.

```
14
Properties=species:S:1:pos:R:3:forces:R:3
C 1.056596 1.509861 2.905014 -4.76 -0.55 -2.98
N 0.058476 1.277255 2.036137 1.75 1.06 1.73
H 1.159415 2.475164 3.363617 0.48 0.40 0.27
H 1.604556 0.636246 3.252719 0.21 0.25 -0.28
H -0.639520 2.067202 1.739291 2.29 -1.16 1.22
C -0.145334 0.038835 -1.851653 -0.47 -1.32 -3.04
C -0.923339 -1.090743 -1.277739 -0.11 -2.24 0.39
S 0.172847 -2.284188 -0.349602 -0.66 0.57 0.79
H 0.274887 0.609754 -1.084170 0.95 0.90 0.93
H 0.596962 -0.400217 -2.586402 -0.42 0.79 1.03
H -0.825578 0.628488 -2.478041 0.14 0.30 0.22
H -1.559551 -0.798569 -0.468744 -0.36 0.51 0.59
H -1.617880 -1.674222 -1.929430 0.90 0.58 0.01
H 0.787462 -2.994867 -1.270996 0.07 -0.09 -0.89
```
Positions in Å, forces in eV/Å.

Summary:
SMILES: C=N.CCS
E_tot: -15580.526 eV
Orbital gap: 9.809 eV
F_max: 5.64 eV/Å